The following is a DFT calculation (ωB97M-V/def2-TZVPD) of the molecule CH3NS3.

energy relative to the best compared isomer or geometry (same formula, charge and spin)	19.5	kcal/mol
gap between HOMO and LUMO	8.63	eV

Last column: Löwdin charge in e.
CARTESIAN COORDINATES (ANGSTROEM)
C (-0.1345, 0.1675, 0.3835)  -1.272
N (-0.3236, -0.8686, -0.4025)  -0.504
S (0.2498, 1.7969, -0.3002)  0.462
S (-0.4709, -0.0085, 2.0200)  0.760
S (0.2639, -0.8212, -1.9746)  0.750
H (-0.5748, -1.8678, -0.2166)  0.117
H (0.1904, 1.2508, 2.2339)  -0.057
H (0.7998, 0.3510, -1.7435)  -0.256

Cartesian forces, eV/Å:
-0.18 2.78 -1.80
0.00 -1.71 -0.46
-0.21 -2.49 1.37
0.88 1.66 1.90
-0.33 -1.47 -1.92
0.29 1.65 0.97
-1.12 -1.71 0.07
0.67 1.29 -0.13

The following is a DFT calculation (ωB97M-V/def2-TZVPD) of the ion CH3O2S with charge -1.

energy relative to the best compared isomer or geometry (same formula, charge and spin)	112.8	kcal/mol
total charge	-1
gap between HOMO and LUMO	7.71	eV

Last column: Löwdin charge in e.
CARTESIAN COORDINATES (ANGSTROEM)
C (-0.7849, -0.0684, -0.8052)  -0.402
O (1.7753, -1.2656, -0.1111)  -0.633
O (0.7993, 1.4863, 0.1732)  -0.537
S (0.5611, 0.0363, 0.1804)  0.611
H (-1.2373, 0.9034, -0.5945)  -0.038
H (-1.4074, -0.9126, -0.4215)  -0.027
H (0.2939, -0.1793, 1.5787)  0.026

Cartesian forces, eV/Å:
-0.53 -1.36 0.96
-4.39 5.11 1.27
1.90 -0.09 0.34
2.53 -3.49 -0.40
-0.29 -0.25 -0.22
0.30 0.32 -0.74
0.48 -0.24 -1.21

The following is a DFT calculation (ωB97M-V/def2-TZVPD) of a cluster of 2 separate species, CH3O2S2 in total.

energy relative to the best compared isomer or geometry (same formula, charge and spin)	48.8	kcal/mol
total charge	-1
gap between HOMO and LUMO (alpha / beta)	4.71 / 4.71	eV

Last column: Löwdin charge in e.
CARTESIAN COORDINATES (ANGSTROEM)
C (1.2120, 0.5208, -0.4270)  -0.784
O (-2.4082, -0.3486, -0.5519)  -0.496
O (-1.8020, -1.9441, 1.2986)  -0.503
S (1.9035, 1.4470, 0.9412)  0.027
S (-1.7919, -0.5374, 0.7787)  0.854
H (0.3530, -0.1931, 0.0053)  -0.058
H (2.0666, 0.0899, -1.0191)  0.003
H (0.4669, 0.9655, -1.0258)  -0.043

Cartesian forces, eV/Å:
-0.16 -1.28 1.46
0.78 -0.18 2.06
-0.02 3.07 -1.02
-0.19 0.26 -0.09
-0.54 -2.85 -1.19
1.79 -0.30 -0.30
-1.44 -0.29 0.42
-0.23 1.57 -1.34

The calculation returns the following E values, one per record and in order: -35079.8511; -16012.8885; -26850.7784 eV.
The calculation returns the following largest force on an atom values, one per record and in order: 3.32; 6.86; 3.23 eV Å⁻¹.